No. 1
An isolated molecule of C5H8N2. Source: the Open Molecules 2025 dataset; level of theory: ωB97M-V/def2-TZVPD.

Calculated values
**HOMO**: -7.5 eV
**LUMO level**: 1.0 eV
**Energy above the lowest of the compared OMol25 structures with the same formula, charge and spin**: 10.7 kcal/mol

The geometry in XYZ format:
```
15
C5H8N2 ωB97M-V/def2-TZVPD
C -2.048 0.978 0.462
N -0.751 0.361 0.340
C 0.184 0.296 1.329
C 1.301 -0.332 0.826
C 1.039 -0.653 -0.534
N 1.893 -1.358 -1.406
C -0.235 -0.208 -0.806
H -2.217 1.245 1.510
H -2.117 1.889 -0.144
H -2.840 0.287 0.144
H -0.024 0.684 2.320
H 2.196 -0.567 1.375
H 2.865 -1.062 -1.345
H 1.586 -1.276 -2.365
H -0.832 -0.283 -1.705
```



No. 2
A cluster of 2 separate species, C4H10N2O2 in total in a non-equilibrium geometry. Source: the Open Molecules 2025 dataset; level of theory: ωB97M-V/def2-TZVPD.

Calculated values
**HOMO**: -8.4 eV
**LUMO level**: 0.0 eV
**Energy above the lowest of the compared OMol25 structures with the same formula, charge and spin**: 185.5 kcal/mol

The geometry in XYZ format:
```
18
C4H10N2O2 ωB97M-V/def2-TZVPD
C 1.224 -1.089 0.430
C 0.648 -0.570 -1.964
C -1.760 -0.166 -0.159
N 0.236 -0.566 -0.572
C 0.837 0.345 0.531
N -0.765 1.635 1.945
O -0.460 0.352 1.453
O 1.431 1.423 0.408
H -0.044 2.242 1.534
H -0.581 1.582 2.944
H 0.841 -1.837 1.116
H 2.231 -1.276 0.062
H 1.630 -0.095 -2.071
H -0.061 -0.005 -2.574
H 0.673 -1.593 -2.347
H -2.375 -0.216 0.729
H -1.988 -0.973 -0.841
H -1.716 0.808 -0.626
```



No. 3
A structure of composition C27H25N6O5Rh in a non-equilibrium geometry. Source: the Open Molecules 2025 dataset; level of theory: ωB97M-V/def2-TZVPD.

Calculated values
**HOMO**: -12.8 eV
**LUMO level**: -8.0 eV
**Energy above the lowest of the compared OMol25 structures with the same formula, charge and spin**: 71.8 kcal/mol
**Charge**: +2

The geometry in XYZ format:
```
64
C27H25N6O5Rh ωB97M-V/def2-TZVPD
Rh -0.154 -0.176 0.157
O 3.328 1.220 -1.206
C 2.214 0.809 -1.088
N 1.582 0.573 0.144
C 2.342 0.710 1.383
C 1.473 0.277 2.520
C 1.873 0.442 3.828
C 1.064 -0.018 4.849
C -0.120 -0.667 4.527
C -0.467 -0.796 3.208
N 0.293 -0.315 2.208
C 1.303 0.483 -2.235
C 1.703 0.650 -3.533
C 0.804 0.346 -4.551
C -0.455 -0.113 -4.212
C -0.786 -0.269 -2.879
N 0.077 0.021 -1.901
H 2.695 1.731 1.519
H 3.236 0.098 1.336
H 2.821 0.923 4.039
H 1.354 0.120 5.884
H -0.772 -1.069 5.290
H -1.376 -1.300 2.936
H 2.707 1.010 -3.721
H 1.089 0.466 -5.589
H -1.189 -0.351 -4.972
H -1.759 -0.617 -2.577
O 0.623 7.492 -0.600
C -0.614 7.001 -0.378
O -1.546 7.729 -0.244
C -0.799 5.502 -0.301
C -2.116 5.053 -0.158
C -2.406 3.724 -0.006
C -1.363 2.757 0.029
C -0.040 3.223 -0.186
C 0.232 4.563 -0.335
N -1.602 1.447 0.287
C -2.937 1.079 0.718
C -2.803 -1.294 0.935
C -3.770 -2.245 1.175
C -3.676 -3.464 0.524
C -2.617 -3.684 -0.350
C -1.681 -2.693 -0.502
N -1.759 -1.517 0.149
H 1.297 6.825 -0.719
H -2.904 5.793 -0.174
H -3.445 3.410 0.059
H 0.763 2.499 -0.197
H 1.267 4.859 -0.473
H -3.310 1.807 1.431
H -4.572 -2.016 1.868
H -4.421 -4.236 0.693
H -2.519 -4.615 -0.897
H -0.830 -2.829 -1.153
N -6.129 0.427 -1.252
C -5.418 0.908 -0.063
C -3.939 0.948 -0.363
O -3.590 0.356 -1.426
O -2.851 -0.097 1.552
H -6.677 1.154 -1.694
H -6.744 -0.349 -1.054
H -4.482 0.149 -1.846
H -5.586 0.255 0.794
H -5.758 1.899 0.242
```



No. 4
A structure of composition C38H71Cl3CsF6N12O8S2 in a non-equilibrium geometry. Source: the Open Molecules 2025 dataset; level of theory: ωB97M-V/def2-TZVPD.

Calculated values
**HOMO**: -13.2 eV
**LUMO level**: -5.8 eV
**Charge**: +3

The geometry in XYZ format:
```
141
C38H71Cl3CsF6N12O8S2 ωB97M-V/def2-TZVPD
Cs -0.458 -0.535 0.106
C 2.803 -2.359 4.187
C 4.206 -2.895 4.026
O 4.939 -2.810 2.998
N 4.847 -3.713 5.150
H 5.260 -2.993 5.725
H 4.080 -4.194 5.600
C 5.694 -4.939 4.630
H 2.660 -1.615 3.403
H 2.639 -1.831 5.127
H 1.976 -3.068 4.163
H 6.570 -4.559 4.104
H 5.048 -5.573 4.022
H 5.846 -5.659 5.434
C 2.402 1.606 3.573
C 1.715 2.480 4.703
O 2.278 2.639 5.815
N 0.292 3.020 4.283
H 0.109 3.160 3.299
H -0.288 2.205 4.423
C -0.062 4.294 5.116
H 2.282 2.091 2.604
H 1.910 0.635 3.625
H 3.480 1.472 3.666
H 0.276 4.252 6.152
H -1.146 4.375 5.035
H 0.439 5.105 4.587
C 3.908 1.444 -0.457
C 2.869 2.203 -1.416
N 2.746 3.617 -1.194
C 3.184 4.593 -2.120
C 3.059 5.848 -1.512
N 2.514 5.725 -0.254
C 2.345 4.361 -0.018
C 2.026 6.915 0.549
H 3.832 1.796 0.572
H 4.981 1.379 -0.632
H 3.558 0.419 -0.585
H 1.848 1.887 -1.200
H 3.027 1.917 -2.456
H 3.537 4.304 -3.099
H 3.259 6.852 -1.857
H 1.986 3.981 0.928
H 2.786 7.673 0.737
H 1.695 6.443 1.474
H 1.103 7.302 0.118
C -8.672 0.249 0.022
C -8.246 1.797 0.258
N -6.825 1.947 0.745
C -5.612 2.222 0.070
C -4.566 2.164 0.976
N -5.100 1.685 2.191
C -6.483 1.757 2.092
C -4.203 1.294 3.262
H -8.076 -0.207 -0.769
H -9.742 0.194 -0.183
H -8.474 -0.385 0.886
H -8.947 2.220 0.978
H -8.433 2.544 -0.514
H -5.513 2.455 -0.980
H -3.533 2.382 0.747
H -7.205 1.506 2.856
H -3.896 2.205 3.776
H -3.313 0.788 2.886
H -4.701 0.582 3.921
C -1.789 4.619 -3.216
C -0.411 4.412 -2.715
N 0.535 4.771 -3.800
C 0.862 6.165 -4.076
C 1.607 6.013 -5.209
N 1.734 4.649 -5.575
C 1.065 3.892 -4.692
C 2.413 4.209 -6.754
H -2.249 5.607 -3.195
H -2.510 4.025 -2.654
H -2.128 4.158 -4.143
H -0.185 3.359 -2.545
H -0.165 4.888 -1.766
H 0.571 6.944 -3.388
H 2.116 6.716 -5.852
H 0.782 2.863 -4.861
H 3.012 5.027 -7.154
H 1.557 3.970 -7.384
H 3.117 3.415 -6.502
C -1.989 -7.319 5.800
C -1.327 -7.246 4.456
N -1.409 -5.939 3.958
C -0.448 -4.951 3.926
C -1.026 -3.763 3.466
N -2.303 -4.018 3.038
C -2.540 -5.386 3.364
C -3.307 -3.035 2.644
H -3.063 -7.155 5.884
H -1.603 -6.525 6.439
H -1.994 -8.332 6.203
H -1.793 -7.909 3.726
H -0.299 -7.538 4.670
H 0.515 -5.182 4.358
H -0.564 -2.787 3.489
H -3.476 -5.881 3.153
H -4.325 -3.323 2.905
H -3.241 -2.952 1.559
H -3.051 -2.031 2.983
C 3.501 0.267 -5.750
C 2.455 -0.303 -6.788
N 1.836 -1.580 -6.301
C 1.542 -2.761 -7.008
C 1.016 -3.698 -6.124
N 1.032 -3.131 -4.868
C 1.590 -1.847 -4.988
C 0.505 -3.690 -3.718
H 3.948 1.191 -6.117
H 4.334 -0.407 -5.554
H 2.892 0.424 -4.860
H 2.979 -0.542 -7.713
H 1.705 0.470 -6.954
H 1.817 -2.699 -8.050
H 0.648 -4.686 -6.357
H 1.749 -1.190 -4.146
H -0.137 -4.530 -3.980
H -0.049 -2.854 -3.289
H 1.253 -4.078 -3.026
Cl -1.141 -0.284 4.496
Cl -0.150 0.653 -3.252
Cl -0.607 2.958 1.218
C -3.997 -4.258 -1.991
F -3.740 -5.028 -0.924
F -3.184 -4.548 -2.919
F -5.193 -4.525 -2.560
S -3.860 -2.335 -1.455
O -4.070 -1.549 -2.642
O -4.881 -2.190 -0.414
O -2.482 -2.133 -0.978
C 3.700 -3.288 -0.523
F 3.687 -4.456 -1.096
F 4.812 -3.141 0.170
F 3.528 -2.308 -1.417
S 2.148 -3.237 0.552
O 2.394 -4.309 1.531
O 2.212 -1.856 1.138
O 0.994 -3.602 -0.235
```



No. 5
A structure of composition C12H14BF4IN2Pt in a non-equilibrium geometry. Source: the Open Molecules 2025 dataset; level of theory: ωB97M-V/def2-TZVPD.

Calculated values
**HOMO (spin up / spin down)**: -8.7 / -9.7 eV
**LUMO level (spin up / spin down)**: -2.2 / -3.8 eV
**Energy above the lowest of the compared OMol25 structures with the same formula, charge and spin**: 0.0 kcal/mol
**Multiplicity**: 3

The geometry in XYZ format:
```
35
C12H14BF4IN2Pt ωB97M-V/def2-TZVPD
C 1.545 -1.257 1.424
C -1.464 -1.278 1.527
H 2.125 -1.993 0.849
H 1.107 -1.678 2.333
H 2.199 -0.421 1.688
H -2.429 -1.485 1.041
H -1.101 -2.193 2.011
H -1.620 -0.517 2.312
C 2.583 0.075 -1.165
C 3.358 0.619 -2.183
C 2.748 1.417 -3.153
C 1.394 1.711 -3.027
H 2.965 -0.601 -0.412
H 4.423 0.410 -2.211
H 3.322 1.794 -3.996
H 0.863 2.306 -3.762
N 1.272 0.371 -1.051
C 0.666 1.212 -1.935
C -0.745 1.461 -1.680
N -1.249 0.845 -0.575
C -2.524 1.050 -0.183
C -2.954 2.306 -2.191
C -3.415 1.715 -1.013
H -2.798 0.631 0.780
H -4.463 1.748 -0.736
C -1.603 2.203 -2.502
H -1.177 2.645 -3.393
H -3.641 2.824 -2.856
Pt 0.011 -0.562 0.320
I -0.616 -2.878 -0.935
F 0.289 -1.288 4.169
B 0.243 -2.513 4.938
F 0.903 -3.541 4.219
F 0.902 -2.279 6.188
F -1.119 -2.860 5.160
```



No. 6
A structure of composition C12H10AsCl2F6HgN in a non-equilibrium geometry. Source: the Open Molecules 2025 dataset; level of theory: ωB97M-V/def2-TZVPD.

Calculated values
**HOMO**: -9.1 eV
**LUMO level**: -0.9 eV
**Energy above the lowest of the compared OMol25 structures with the same formula, charge and spin**: 3.9 kcal/mol

The geometry in XYZ format:
```
33
C12H10AsCl2F6HgN ωB97M-V/def2-TZVPD
Hg 0.285 -13.651 4.158
F -1.888 -14.079 5.545
As -1.521 -15.195 6.859
F -2.749 -14.528 7.751
F -0.471 -14.039 7.579
F -1.004 -16.470 7.954
F -0.277 -15.709 5.679
F -2.610 -16.375 6.073
Cl -1.319 -10.552 4.435
C 0.395 -10.006 4.471
C 0.693 -8.778 3.991
C 2.007 -8.408 3.981
C 2.906 -9.250 4.549
C 2.626 -10.477 5.047
C 1.285 -10.901 5.033
C 0.899 -12.221 5.501
H -0.160 -8.169 3.628
H 2.323 -7.474 3.698
H 3.931 -9.095 4.498
H 3.225 -11.187 5.574
H 0.016 -12.192 6.099
H 1.663 -12.654 6.157
Cl 0.252 -14.957 -1.334
C -0.508 -15.238 0.210
C -1.647 -16.034 0.461
C -2.118 -16.222 1.767
C -1.454 -15.645 2.813
N -0.420 -14.815 2.524
C 0.109 -14.683 1.349
H -2.149 -16.544 -0.349
H -3.041 -16.695 1.914
H -1.825 -15.773 3.826
H 1.039 -14.139 1.311
```